Record 1
Formula: C5H11N3O
Source: the OMol25 dataset
Level of theory: ωB97M-V/def2-TZVPD

Positions of all 20 atoms, in Å:
C  -1.02  -0.92  -1.51
C  -0.35  1.34  -0.67
C  0.85  -0.21  0.15
C  -0.68  -0.06  -0.29
N  -0.77  2.23  0.24
N  1.21  0.17  1.48
N  -1.63  -0.23  0.79
C  1.77  -0.86  -0.57
O  3.02  -1.16  -0.11
H  3.03  -0.92  0.83
H  -0.70  3.21  0.01
H  -1.45  1.98  0.96
H  0.40  0.29  2.08
H  1.73  1.03  1.49
H  -1.26  -0.64  1.64
H  -2.44  -0.76  0.52
H  1.65  -1.14  -1.60
H  -2.04  -0.69  -1.81
H  -0.93  -1.98  -1.28
H  -0.38  -0.67  -2.35

Summary:
Net charge: 0
LUMO in eV: 0.847
Spin multiplicity: 1
Gap between HOMO and LUMO in eV: 8.5

Atom charges from the natural (NBO) analysis, given in e for atoms 1 to 8: -0.6065, 0.0756, 0.0406, -0.0280, -0.7949, -0.8632, -0.8815, 0.1507

Record 2
Formula: C5H11N3O
Source: the OMol25 dataset
Level of theory: ωB97M-V/def2-TZVPD

Positions of all 20 atoms, in Å:
C  -0.64  -1.21  0.71
C  0.09  -0.24  0.10
C  -1.91  -1.48  0.07
C  2.58  -0.42  -0.01
C  1.38  1.59  -0.24
N  -3.58  0.86  0.02
N  -2.57  -2.35  -0.39
N  1.42  0.34  0.44
O  -2.45  0.61  -0.33
H  -0.61  -1.56  1.73
H  -0.25  0.13  -0.85
H  3.32  -0.65  0.75
H  2.28  -1.35  -0.51
H  3.05  0.22  -0.78
H  2.28  2.24  -0.11
H  1.17  1.46  -1.25
H  0.58  2.22  0.34
H  -3.43  -2.39  -0.84
H  -4.28  1.56  -0.30
H  1.58  0.41  1.46

Summary:
Net charge: +2
LUMO (alpha / beta) in eV: -9.792 / -9.600
Spin multiplicity: 1
Gap between HOMO and LUMO (alpha / beta) in eV: 7.8 / 7.8

Atom charges from the natural (NBO) analysis, given in e for atoms 1 to 8: -0.3206, 0.1169, 0.6384, -0.4440, -0.4405, 0.0383, -0.3741, -0.3854

Record 3
Formula: C5H11N3O2
Source: the OMol25 dataset
Level of theory: ωB97M-V/def2-TZVPD

Positions of all 21 atoms, in Å:
C  -1.17  -0.91  -0.37
C  -2.31  -0.59  0.55
C  -1.38  -0.55  -1.82
C  1.91  -0.03  0.55
C  0.11  1.53  0.11
N  2.77  -0.17  1.70
O  -0.26  -1.67  -0.03
O  2.67  0.15  -0.60
N  0.97  0.99  0.79
N  -0.75  2.28  -0.32
H  1.20  -0.95  0.30
H  3.40  0.75  -0.38
H  3.31  -1.01  1.64
H  2.23  -0.17  2.55
H  -0.58  3.26  -0.46
H  -2.15  -1.01  1.55
H  -2.42  0.49  0.63
H  -3.25  -0.97  0.14
H  -1.74  0.47  -1.90
H  -2.13  -1.22  -2.25
H  -0.45  -0.67  -2.37

Summary:
Net charge: 0
LUMO in eV: 0.605
SMILES string: N=C=N[C@H](N)O.CC(C)=O
Spin multiplicity: 1
Gap between HOMO and LUMO in eV: 9.8

Atom charges from the natural (NBO) analysis, given in e for atoms 1 to 8: 0.6100, -0.7297, -0.7348, 0.3308, 0.6698, -0.8536, -0.5765, -0.7121

Record 4
Formula: C5H11N3OS
Source: the OMol25 dataset
Level of theory: ωB97M-V/def2-TZVPD

Positions of all 21 atoms, in Å:
C  -1.28  -0.19  0.85
C  -0.11  -0.14  0.17
C  1.08  0.70  0.92
C  -2.51  -0.87  0.37
C  2.11  -0.27  1.55
N  0.99  1.94  0.84
N  -0.28  -1.47  -2.30
N  0.28  1.12  -2.25
O  1.81  -0.46  -1.46
S  0.40  -0.39  -1.53
H  -1.24  0.41  1.81
H  -2.88  -1.58  1.25
H  -3.26  -0.03  0.34
H  -2.38  -1.33  -0.58
H  2.44  -0.92  0.65
H  2.93  0.37  1.99
H  1.54  -0.91  2.35
H  1.76  2.39  1.38
H  -1.26  -1.44  -2.29
H  0.68  1.78  -1.63
H  -0.81  1.30  -2.45

Summary:
Net charge: 0
LUMO in eV: 0.593
SMILES string: [H]/N=C(C)/C(=C/C)[S@@](=N)(N)=O
Spin multiplicity: 1
Gap between HOMO and LUMO in eV: 10.2

Atom charges from the natural (NBO) analysis, given in e for atoms 1 to 8: -0.1177, -0.4030, 0.3517, -0.6502, -0.7155, -0.6602, -1.1419, -1.0247

Record 5
Formula: C5H11N4
Source: the OMol25 dataset
Level of theory: ωB97M-V/def2-TZVPD

Positions of all 20 atoms, in Å:
C  -2.28  0.66  -0.10
C  -1.07  -0.15  -0.09
C  0.34  -0.08  0.02
C  0.50  2.45  -0.21
C  2.26  -1.68  0.08
N  -3.05  -0.44  0.19
N  -1.94  -1.36  -0.06
N  1.09  1.10  0.01
N  0.85  -1.26  0.22
H  -2.42  1.71  0.05
H  -0.03  2.78  0.72
H  1.45  2.95  -0.38
H  -0.02  2.41  -1.21
H  2.87  -1.39  0.86
H  2.73  -1.29  -0.80
H  2.14  -2.81  -0.09
H  -3.94  -0.70  -0.08
H  -1.71  -1.90  0.71
H  2.12  0.99  0.04
H  0.10  -2.01  0.10

Summary:
Net charge: +1
LUMO in eV: -3.815
SMILES string: CN/C(=[NH+]\C)c1c[nH][nH]1
Spin multiplicity: 1
Gap between HOMO and LUMO in eV: 8.9

Atom charges from the natural (NBO) analysis, given in e for atoms 1 to 8: 0.0624, -0.0876, 0.4898, -0.4247, -0.4268, -0.3637, -0.4057, -0.5574

Record 6
Formula: C5H11N4O
Source: the OMol25 dataset
Level of theory: ωB97M-V/def2-TZVPD

Positions of all 21 atoms, in Å:
C  -0.97  -0.26  -2.44
C  -0.57  0.95  -0.17
C  -1.48  -0.03  -0.99
C  2.12  -0.51  -0.44
C  -0.45  0.45  2.28
N  -1.39  -1.29  -0.29
N  -0.69  -1.38  0.67
N  1.44  0.02  0.74
N  0.02  0.08  0.87
O  -0.16  0.44  -2.95
H  -1.46  -1.18  -2.94
H  0.19  1.24  -0.98
H  -1.16  1.83  0.39
H  -2.49  0.38  -1.13
H  2.51  -1.62  -0.31
H  1.41  -0.40  -1.20
H  2.96  0.17  -0.51
H  0.03  -0.37  2.83
H  -0.36  1.47  2.74
H  -1.48  0.37  2.33
H  1.99  -0.35  1.49

Summary:
Net charge: +1
LUMO in eV: -4.239
SMILES string: CN[N@@+]1(C)C[C@@H](C=O)N=N1
Spin multiplicity: 1
Gap between HOMO and LUMO in eV: 9.6

Atom charges from the natural (NBO) analysis, given in e for atoms 1 to 8: 0.4349, -0.2970, -0.2448, -0.4272, -0.4112, -0.0385, 0.0980, -0.4527

Record 7
Formula: C5H11N5
Source: the OMol25 dataset
Level of theory: ωB97M-V/def2-TZVPD

Positions of all 21 atoms, in Å:
C  -0.80  0.64  0.31
C  1.64  -0.73  0.25
C  1.34  1.65  -0.21
C  -2.36  -0.61  -0.83
C  -1.78  0.14  1.23
N  0.15  1.54  0.58
N  2.14  0.42  -0.09
N  -2.66  -0.57  0.57
N  -1.17  0.19  -0.91
N  2.29  -1.85  0.36
H  1.10  1.84  -1.26
H  1.93  2.49  0.16
H  -2.19  -1.65  -1.17
H  -3.18  -0.20  -1.44
H  -1.82  0.31  2.30
H  0.22  1.83  1.55
H  3.14  0.57  -0.28
H  -3.48  -1.03  0.98
H  -0.72  0.40  -1.78
H  1.82  -2.69  0.65
H  3.29  -1.95  0.19

Summary:
Net charge: +2
LUMO (alpha / beta) in eV: -7.082 / -10.756
Spin multiplicity: 3
<S²>: 2.009
Gap between HOMO and LUMO (alpha / beta) in eV: 7.9 / 7.4

Atom charges from the natural (NBO) analysis, given in e for atoms 1 to 8: 0.3735, 0.7378, -0.0556, -0.0532, -0.0156, -0.5598, -0.6210, -0.4530

Record 8
Formula: C5H11N5S
Source: the OMol25 dataset
Level of theory: ωB97M-V/def2-TZVPD

Positions of all 22 atoms, in Å:
C  -1.77  1.07  3.25
C  -0.48  -1.12  -2.09
C  2.01  -0.99  -2.02
C  0.05  0.96  0.24
C  0.50  -0.50  -0.06
N  -2.71  1.42  2.34
N  -2.20  1.47  1.23
N  -0.56  0.94  2.67
N  -0.80  1.25  1.32
N  0.72  -0.48  -1.49
S  0.86  0.56  3.34
H  -1.98  1.07  4.26
H  -1.41  -0.65  -1.78
H  -0.34  -0.81  -3.21
H  -0.35  -2.15  -2.06
H  2.63  -0.74  -1.16
H  2.07  -2.01  -2.28
H  2.33  -0.39  -2.76
H  -0.49  1.32  -0.78
H  0.85  1.55  0.43
H  1.41  -0.71  0.33
H  -0.36  -1.07  0.29

Summary:
Net charge: 0
LUMO (alpha / beta) in eV: -0.075 / -0.076
Spin multiplicity: 1
Gap between HOMO and LUMO (alpha / beta) in eV: 8.2 / 8.2

Atom charges from the natural (NBO) analysis, given in e for atoms 1 to 8: 0.1111, -0.4247, -0.3956, -0.2402, -0.2240, -0.2044, -0.0041, -0.2490

Record 9
Formula: C5H11NO
Source: the OMol25 dataset
Level of theory: ωB97M-V/def2-TZVPD

Positions of all 18 atoms, in Å:
C  -0.03  0.87  2.24
N  1.89  -0.94  0.99
C  0.60  -0.45  0.21
C  -0.35  0.15  1.01
C  -1.64  0.31  0.40
C  -2.52  -0.73  0.10
H  0.94  1.49  2.17
H  -0.82  1.66  2.45
H  -0.09  0.21  3.04
H  2.14  -0.21  1.63
H  1.95  -1.98  0.92
H  0.61  -0.51  -0.89
H  -1.85  1.25  -0.06
H  -2.75  -1.00  -0.96
H  -2.81  -1.45  0.88
H  1.91  0.04  -5.25
H  1.04  0.96  -4.45
O  1.78  0.33  -4.43

Summary:
Net charge: -1
LUMO (alpha / beta) in eV: 3.112 / 3.082
Spin multiplicity: 2
<S²>: 0.766
Gap between HOMO and LUMO (alpha / beta) in eV: 3.0 / 5.3

Atom charges from the natural (NBO) analysis, given in e for atoms 1 to 8: -0.6643, -1.0023, -0.1352, -0.1078, -0.4053, -0.6315, 0.1647, 0.2003

Record 10
Formula: C5H11NO
Source: the OMol25 dataset
Level of theory: ωB97M-V/def2-TZVPD

Positions of all 18 atoms, in Å:
N  0.39  1.73  0.63
C  0.27  1.42  -0.77
C  -0.12  0.14  -1.16
C  -0.32  -0.98  -0.35
C  -0.44  -2.31  -0.79
C  -0.06  2.63  -1.59
H  1.06  2.47  0.80
H  0.64  0.91  1.16
H  -0.17  -0.02  -2.24
H  -0.24  -0.78  0.72
H  -1.03  -3.05  -0.24
H  0.06  -2.67  -1.68
H  -1.01  3.08  -1.26
H  -0.17  2.39  -2.65
H  0.73  3.38  -1.52
H  0.76  -2.73  2.57
H  -0.67  -2.65  3.18
O  0.19  -2.21  3.16

Summary:
Net charge: -1
LUMO (alpha / beta) in eV: 3.901 / 3.838
Spin multiplicity: 2
<S²>: 0.779
Gap between HOMO and LUMO (alpha / beta) in eV: 3.8 / 5.6

Atom charges from the natural (NBO) analysis, given in e for atoms 1 to 8: -0.8619, 0.0167, -0.3294, -0.3302, -0.7295, -0.6278, 0.3369, 0.3637